{"formula": "C17H22N3O4PPd", "method": "the ωB97M-V functional and the def2-TZVPD basis", "fmax_ev_per_a": 1.67, "charge": -1, "orbital_gap_ev": [3.7381, 6.1235], "lumo_energy_ha": [0.1009, 0.1008], "multiplicity": 2, "relative_energy_kj_mol": 0.0, "e_homo_ha": [-0.037, -0.124], "species": ["Pd", "N", "C", "C", "C", "C", "C", "C", "C", "C", "N", "C", "H", "H", "H", "H", "H", "H", "H", "H", "O", "N", "C", "C", "C", "C", "C", "H", "H", "H", "H", "H", "C", "O", "P", "O", "C", "O", "C", "H", "H", "H", "H", "H", "H", "H", "H", "H"], "coordinates": [[-0.35650, 0.22879, -0.45301], [-0.95351, -0.49619, 2.28383], [-1.55056, -1.76897, 2.29123], [-1.82677, -2.41723, 3.49723], [-2.44131, -3.66347, 3.50644], [-2.78685, -4.27417, 2.31376], [-2.52297, -3.64891, 1.07526], [-2.85275, -4.25656, -0.17031], [-2.55110, -3.56902, -1.36205], [-1.95450, -2.33833, -1.30367], [-1.61193, -1.70606, -0.14141], [-1.89488, -2.36281, 1.05395], [-0.32292, -0.31857, 3.04774], [-0.53236, -0.31892, 1.35917], [-1.54952, -1.93337, 4.43030], [-2.65208, -4.15190, 4.45161], [-3.26075, -5.25155, 2.30904], [-3.33101, -5.22888, -0.17924], [-2.78878, -3.99863, -2.32859], [-1.73178, -1.79944, -2.21690], [-1.60975, 2.54390, -1.84909], [-0.97247, 3.09788, -0.88868], [-0.92129, 2.50579, 0.33934], [-0.19665, 3.09369, 1.35959], [0.50454, 4.26500, 1.15044], [0.43374, 4.85105, -0.09570], [-0.31968, 4.25854, -1.09221], [-1.62503, 1.68351, 0.49133], [-0.18839, 2.59976, 2.32151], [1.09698, 4.70736, 1.93991], [0.94700, 5.77874, -0.31008], [-0.42110, 4.65775, -2.08823], [3.23018, -1.69428, -1.22873], [3.21444, -0.43900, -0.55213], [1.88209, 0.48321, -0.78510], [2.23424, 0.86019, -2.35622], [1.22876, 1.04581, -3.34556], [2.45960, 1.78099, 0.00566], [3.72391, 2.37177, -0.31051], [3.74399, -1.59813, -2.18630], [2.21644, -2.06764, -1.41036], [3.75659, -2.41117, -0.60107], [1.30984, 2.05425, -3.75251], [0.23205, 0.92617, -2.93094], [1.38624, 0.31631, -4.13893], [4.51852, 1.89473, 0.26374], [3.66133, 3.42481, -0.04032], [3.94667, 2.28322, -1.37320]], "atomic_forces_ev_per_a": [[1.305, -0.870, -0.573], [-0.441, 0.015, -0.102], [0.006, -0.038, -0.051], [0.052, 0.048, -0.003], [-0.019, 0.000, -0.092], [0.030, 0.045, -0.012], [-0.006, -0.002, -0.164], [0.035, 0.090, 0.052], [-0.070, -0.162, 0.182], [0.055, 0.130, 0.253], [-0.085, 0.222, 0.156], [-0.026, -0.050, -0.221], [0.149, -0.144, 0.014], [0.268, -0.030, 0.783], [-0.030, -0.004, -0.055], [0.013, -0.009, -0.005], [0.008, 0.049, 0.002], [0.013, 0.010, -0.003], [0.003, 0.018, 0.002], [0.038, 0.049, -0.004], [-0.191, -0.097, -0.153], [-0.039, 0.148, 0.083], [-0.012, 0.105, -0.062], [-0.076, -0.160, 0.167], [0.085, -0.061, 0.215], [-0.115, 0.103, -0.314], [0.327, 0.276, 0.110], [-0.033, -0.058, -0.052], [-0.027, -0.047, -0.035], [-0.030, -0.009, 0.012], [0.000, -0.021, -0.054], [-0.028, -0.054, -0.051], [-0.084, -0.009, 0.021], [-0.218, -0.335, 0.068], [-1.048, 0.870, -0.459], [0.229, -0.103, 0.067], [0.144, 0.062, 0.171], [0.217, 0.182, -0.130], [-0.181, -0.209, 0.101], [0.005, 0.040, -0.013], [0.011, 0.032, 0.059], [0.020, 0.020, 0.020], [0.030, 0.019, -0.022], [-0.247, -0.038, 0.152], [-0.003, -0.018, -0.067], [0.008, -0.027, 0.008], [-0.018, 0.026, 0.024], [-0.025, -0.005, -0.026]], "lowdin_spin": [0.00, 0.01, 0.06, 0.05, 0.03, 0.06, 0.02, 0.25, 0.08, 0.13, 0.21, 0.04, 0.00, 0.00, 0.01, 0.00, 0.00, 0.02, 0.00, 0.01, 0.00, 0.00, 0.00, 0.00, 0.00, 0.00, 0.00, 0.00, 0.00, 0.00, 0.00, 0.00, 0.00, 0.00, 0.00, 0.00, 0.00, 0.00, 0.00, 0.00, 0.00, 0.00, 0.00, 0.00, 0.00, 0.00, 0.00, 0.00]}